Record 1
Molecular formula: C7H14IN2O5S2
Method: DFT, ωB97M-V with the def2-TZVPD basis set

Summary:
**Charge**: -1
**HOMO level**: -0.21766 Eh
**Multiplicity**: 1

Structure (XYZ):
```
31
Properties=species:S:1:pos:R:3:nbo_charge:R:1
I 1.8805 -0.3299 -4.7633 -0.1951
S 0.5447 -1.6951 -1.4572 2.2947
S 0.8247 -2.4293 -4.0730 2.1461
O -0.5772 -2.3140 -4.3411 -0.9298
O 0.9391 -0.3082 -1.6032 -0.9922
O -0.8747 -1.8634 -1.2572 -0.9828
O 1.5321 -3.4119 -4.8471 -0.9530
O -1.1360 3.0630 -0.3115 -0.5528
N -1.2447 1.4174 1.3856 -0.5208
N 1.1917 -2.6875 -2.5442 -1.2042
C 0.2635 -0.6047 1.6147 -0.4242
C 0.1406 0.8839 1.3224 -0.2176
C -2.1496 0.6644 0.4982 -0.4239
C -1.1400 3.8154 1.9672 -0.7108
C 1.3813 -2.2757 0.0109 -0.6619
C -1.1721 2.7729 0.8806 0.7252
C 1.5801 -1.1701 1.0215 -0.3931
H 0.6179 1.1609 0.3884 0.2142
H -0.3370 3.5799 2.6574 0.2258
H 0.2763 -0.7190 2.6904 0.1947
H 0.8557 -3.1221 0.4272 0.2266
H -2.3250 -0.3186 0.9113 0.1991
H -0.9763 4.7869 1.5269 0.2214
H -2.0745 3.7750 2.5118 0.2312
H -0.5498 -1.1814 1.1990 0.2290
H 2.1696 -1.5931 1.8297 0.1969
H 0.6994 1.3968 2.1058 0.1769
H 2.3547 -2.6091 -0.3284 0.2406
H -3.1059 1.1665 0.4616 0.1894
H 2.1616 -0.3578 0.6118 0.2227
H -1.7506 0.5078 -0.4963 0.2278
```

Record 2
Molecular formula: C24H54AsN4O4PSi2Ti
Method: DFT, ωB97M-V with the def2-TZVPD basis set

Summary:
**Charge**: +1
**HOMO level (spin up / spin down)**: -0.38883 / -0.38920 Eh
**Relative energy (zero: lowest compared OMol25 entry of this formula, charge and spin)**: 82.6 kJ/mol
**Multiplicity**: 2
**⟨S²⟩**: 0.756

Structure (XYZ):
```
91
Properties=species:S:1:pos:R:3:lowdin_spin:R:1
As 3.5936 -0.5504 0.8888 -0.0223
Ti 1.2428 -0.0861 0.1350 0.9611
P -2.5634 -1.6105 -0.2152 -0.0001
Si 4.0589 -0.4049 -1.4061 -0.0026
Si 5.1798 0.7845 1.9577 -0.0049
O -0.4533 0.5652 -0.3880 -0.0111
O 0.1332 6.3600 -0.5679 0.0002
O -1.7876 2.3281 -0.8655 0.0020
O -1.3172 5.0558 0.4823 -0.0005
N 1.5633 1.9882 0.0513 -0.0014
N 2.5497 2.8589 0.1775 0.0010
N 0.2995 0.1279 2.1533 0.0058
N 0.7904 -2.1930 0.1357 0.0134
C 0.4619 -1.9214 3.6271 0.0003
C 0.0175 -2.8020 2.4529 0.0003
C 0.9403 -0.4926 3.3528 0.0004
C -2.8001 -4.2087 0.7082 0.0000
C -2.7676 -0.9224 -1.9280 0.0000
C -1.5671 -1.3615 -2.7755 0.0003
C 5.2238 0.9391 -1.9423 -0.0004
C 4.7048 -2.0506 -1.9654 -0.0007
C 2.4397 -0.1055 -2.3784 0.0071
C 0.4544 2.6960 -0.1145 0.0172
C -3.5255 -0.9083 2.3034 0.0000
C -3.4608 -3.2347 -0.2777 0.0000
C -4.9787 -3.2745 -0.0872 0.0000
C 2.1104 4.1232 0.1061 0.0160
C 5.5138 2.5332 1.3784 -0.0006
C -0.2531 5.1833 -0.0356 -0.0001
C -4.8351 0.1129 0.4036 0.0000
C -4.0545 -1.2584 -2.6827 0.0000
C 4.6036 0.8933 3.7169 -0.0003
C 1.0213 -3.0749 1.3294 0.0044
C -0.7543 1.8718 -0.4878 0.0013
C 6.7713 -0.1534 1.8600 -0.0015
C 0.7413 4.0680 -0.0842 0.0029
C -3.4715 -0.4090 0.8554 0.0000
H 5.3569 1.3976 4.3320 0.0000
H 0.9973 6.2955 -0.9913 0.0001
H -0.6256 -1.0353 -2.3359 0.0002
H 2.0450 -2.9331 1.6683 0.0000
H 5.0728 -2.0091 -2.9952 -0.0001
H -1.5415 -2.4509 -2.8841 0.0000
H 2.0899 0.9275 -2.3132 0.0019
H 3.6665 1.4522 3.8046 0.0000
H -4.7850 0.5759 -0.5808 0.0000
H -2.7919 0.4500 0.8229 0.0000
H 1.2676 -2.4271 4.1634 0.0000
H 0.2247 1.1299 2.3001 0.0033
H 5.5811 0.7137 -2.9514 -0.0001
H 6.6157 -1.1910 2.1637 -0.0002
H 7.1625 -0.1661 0.8373 0.0000
H -0.6587 -0.2046 2.0614 0.0012
H -0.2565 -3.7629 2.8909 0.0000
H -4.1042 -2.3192 -2.9377 0.0000
H -3.2305 -3.5949 -1.2863 0.0000
H 4.4424 -0.1046 4.1352 0.0000
H 0.7326 0.1140 4.2339 -0.0002
H 6.0984 1.0053 -1.2901 0.0000
H -5.2621 -2.9617 0.9188 0.0000
H 0.9218 -4.1096 1.0054 0.0002
H 3.9284 -2.8191 -1.9093 0.0000
H 2.0116 -0.4742 3.1911 -0.0001
H -5.3313 -4.3006 -0.2162 0.0000
H 5.6134 2.6437 0.2939 0.0000
H -2.9266 -3.8742 1.7420 0.0000
H 4.7419 1.9208 -1.9682 0.0000
H -5.5146 -2.6537 -0.8012 0.0000
H -3.2539 -5.2002 0.6275 0.0000
H -0.3853 -1.8802 4.3165 0.0001
H -5.5936 -0.6688 0.3899 0.0000
H 6.4772 2.8191 1.8125 -0.0001
H -5.1718 0.8835 1.1027 0.0000
H -1.6273 -0.9347 -3.7807 0.0000
H 4.7771 3.2539 1.7498 0.0000
H 1.1392 -2.6835 -0.6832 0.0043
H -4.0758 -0.6989 -3.6213 0.0000
H 2.7907 4.9550 0.2092 0.0009
H -0.9007 -2.4179 2.0080 0.0000
H -4.9546 -0.9967 -2.1315 0.0000
H -2.5620 -1.2881 2.6564 0.0000
H -0.2412 -2.1265 -0.0022 0.0003
H 7.5318 0.2908 2.5094 -0.0002
H 3.4845 2.5131 0.3593 -0.0003
H -2.7090 0.1590 -1.7896 0.0000
H 2.6138 -0.3165 -3.4353 -0.0001
H 1.6202 -0.7781 -2.0905 0.0017
H -4.2512 -1.7148 2.4224 0.0000
H 5.5258 -2.3733 -1.3198 -0.0001
H -3.8288 -0.0987 2.9714 0.0000
H -1.7298 -4.3180 0.5149 0.0000
```

Record 3
Molecular formula: C20H10AsCl2F5NO2S9Tc
Method: DFT, ωB97M-V with the def2-TZVPD basis set

Summary:
**Charge**: 0
**HOMO level**: -0.30560 Eh
**Multiplicity**: 1

Structure (XYZ):
```
51
Properties=species:S:1:pos:R:3:nbo_charge:R:1
Tc 3.3903 2.3317 0.6413 0.5403
As 2.7895 0.2441 3.0013 0.9345
Cl 0.1204 -2.2740 0.4770 0.0074
Cl -0.4179 1.9243 5.1564 -0.1759
S 2.9900 0.4587 -2.5763 0.0120
S -1.9464 1.3845 3.9296 0.2954
S 5.5773 -0.1392 -1.0007 -0.0301
S 3.0752 -1.0540 4.4915 -0.3563
S 4.9379 0.0269 -2.9726 0.0230
S 3.3469 2.3778 2.9016 -0.2698
S 5.3445 1.8769 -0.3648 -0.1279
S 2.7777 0.0961 0.8531 -0.2433
S 1.9913 -1.2838 -2.1826 0.1877
F -0.0217 -3.8295 -7.0760 -0.2819
F 1.8136 -5.0154 -5.6310 -0.2876
F 0.1138 -0.0223 -4.1885 -0.2837
F 2.8688 -3.8463 -3.4892 -0.2867
F -0.9134 -1.2353 -6.4035 -0.2858
O 0.5019 1.4543 -0.9376 -0.5788
O 1.7787 3.0342 0.0908 -0.7010
N -1.0134 0.3856 1.2174 -0.6561
C -0.5479 -1.8077 2.0107 -0.0759
C 0.5197 -1.2637 -4.5498 0.3737
C 1.4298 -1.9342 -3.7230 -0.3371
C -2.9281 3.4305 0.5177 -0.1594
C 1.9275 -3.1550 -4.1536 0.3543
C 1.4501 -3.7490 -5.2973 0.2536
C -4.2674 3.0217 0.4781 -0.2266
C 0.4967 -3.1208 -6.0777 0.3309
C -0.4534 3.1494 0.6434 -0.5266
C -1.4955 -0.2965 3.5327 -0.2353
C -1.8486 2.5935 0.6925 -0.0709
C -1.4936 -1.2727 4.5173 -0.1740
C -2.1284 1.2830 0.9682 0.1913
C 0.0533 -1.8882 -5.7353 0.2499
C -3.4431 0.8257 1.0831 -0.2590
C -1.0442 -0.5694 2.2208 0.1359
C -0.4074 -2.7489 3.0315 -0.1857
C -0.7939 -2.4799 4.3055 -0.2321
C -4.4729 1.7059 0.8921 -0.1868
C 0.6213 2.3383 -0.1514 0.8409
H -1.6958 -0.9548 5.5407 0.2305
H -2.7041 4.4914 0.4217 0.2049
H 0.1080 -3.6637 2.8339 0.2298
H -0.0672 3.2656 1.6383 0.2498
H -5.1276 3.6371 0.3437 0.2228
H -0.4342 0.2399 0.3971 0.4423
H -0.3848 4.1161 0.1547 0.2505
H -3.5986 -0.2222 1.3697 0.2283
H -5.5529 1.4231 1.1129 0.2167
H -0.8218 -3.2898 5.0447 0.2278
```